16
Properties=species:S:1:pos:R:3 method="wB97M-V/def2-TZVPD" fmax_ha_per_bohr=0.116 e_tot_ev=-8300.44000 gap_ev="9.3 / 9.3" total_charge=+1 lumo_ev="-4.615 / -4.615"
C -0.431 1.285 -0.141
C 1.557 -0.944 -0.603
C 0.769 -0.904 0.635
C 1.662 0.326 0.319
C -2.201 -0.453 0.126
N -0.959 0.129 0.031
N 0.855 1.441 -0.001
H -1.051 2.218 -0.558
H 2.536 -1.434 -0.562
H 0.963 -0.864 -1.568
H 0.190 -1.460 1.362
H 2.574 0.407 0.940
H -2.968 0.128 0.811
H -2.504 -0.666 -0.974
H -2.291 -1.437 0.459
H 1.299 2.228 -0.277

16
Properties=species:S:1:pos:R:3 method="wB97M-V/def2-TZVPD" fmax_ha_per_bohr=0.050 e_tot_ev=-8302.98980 gap_ev=9.2 total_charge=+1 lumo_ev=-5.324
C -1.923 0.079 0.761
C -0.644 0.292 1.092
C -1.911 -0.359 -0.653
C 0.122 0.137 -0.181
C 1.009 1.251 -0.607
N -0.731 -0.406 -1.149
N 1.427 -1.291 0.166
H -2.805 0.169 1.364
H -0.224 0.609 2.022
H -2.779 -0.618 -1.231
H 1.508 1.015 -1.543
H 1.721 1.514 0.172
H 0.386 2.131 -0.784
H 1.088 -1.873 0.923
H 2.320 -0.855 0.367
H 1.437 -1.795 -0.719

17
Properties=species:S:1:pos:R:3 method="wB97M-V/def2-TZVPD" fmax_ha_per_bohr=0.114 e_tot_ev=-10351.07947 smiles=Cn1cc[n+](C)c1O gap_ev=11.0 total_charge=+1 lumo_ev=-3.324
C -2.033 -0.606 -1.159
N -0.739 -0.506 -0.509
C 0.081 -1.588 -0.141
C 1.157 -1.133 0.504
N 1.036 0.216 0.548
C 1.991 1.041 1.289
C -0.152 0.566 0.014
O -0.594 2.026 -0.187
H -1.917 -0.757 -2.288
H -2.621 -1.376 -0.679
H -2.556 0.407 -1.130
H -0.213 -2.573 -0.323
H 1.982 -1.606 0.989
H 2.747 1.246 0.552
H 1.578 2.117 1.535
H 2.340 0.488 2.108
H -0.723 2.200 -1.107

17
Properties=species:S:1:pos:R:3 method="wB97M-V/def2-TZVPD" fmax_ha_per_bohr=0.100 e_tot_ev=-10350.20377 smiles="C[C@@]1(C=O)N=CC[NH2+]1" gap_ev=10.6 total_charge=+1 lumo_ev=-4.093
C -0.371 -1.954 0.002
C -0.399 -0.384 0.188
C -1.862 0.126 0.521
O -2.249 1.087 -0.072
N 0.323 0.038 1.265
C 1.114 0.999 0.992
C 1.375 1.187 -0.452
N 0.222 0.568 -0.978
H 0.391 -2.246 -0.723
H -1.360 -2.259 -0.425
H -0.130 -2.331 1.028
H -2.442 -0.276 1.422
H 1.754 1.446 1.695
H 1.572 2.199 -0.801
H 2.216 0.543 -0.590
H -0.647 1.145 -1.176
H 0.491 0.113 -1.895

17
Properties=species:S:1:pos:R:3 method="wB97M-V/def2-TZVPD" fmax_ha_per_bohr=0.077 e_tot_ev=-10348.02688 smiles="CC1=CCN(C)[N+]1=O" gap_ev=10.0 total_charge=+1 lumo_ev=-5.008
C -0.645 -0.562 2.541
C -0.378 -0.454 1.107
C -0.335 -1.357 0.141
C -0.207 -0.790 -1.206
N 0.154 0.604 -0.937
C 0.962 1.355 -1.855
N -0.054 0.978 0.255
O 0.125 2.085 0.735
H -0.009 0.186 3.071
H -0.403 -1.663 2.841
H -1.629 -0.375 2.837
H -0.581 -2.490 0.314
H 0.703 -1.244 -1.679
H -1.078 -0.885 -1.810
H 1.660 1.900 -1.297
H 1.384 0.656 -2.627
H 0.329 2.056 -2.430

17
Properties=species:S:1:pos:R:3 method="wB97M-V/def2-TZVPD" fmax_ha_per_bohr=0.114 e_tot_ev=-10344.27110 gap_ev="9.5 / 2.9" total_charge=+1 lumo_ev="-3.494 / -6.677"
C -3.871 -0.273 -0.832
C 2.920 -0.853 1.122
C 2.065 -0.796 -0.115
C 2.455 1.118 -0.137
C -1.767 0.648 -0.268
N -2.927 0.073 -0.039
N 2.032 0.308 0.904
O 2.687 0.152 -1.052
H -4.695 -0.737 -0.573
H -3.726 0.025 -1.903
H 2.594 -1.418 2.010
H 4.000 -0.619 1.127
H 1.197 -1.326 -0.463
H 2.871 2.085 -0.080
H -1.727 1.113 -1.227
H -1.113 0.750 0.573
H -2.996 -0.250 0.952

17
Properties=species:S:1:pos:R:3 method="wB97M-V/def2-TZVPD" fmax_ha_per_bohr=0.102 e_tot_ev=-9796.22346 gap_ev=10.3 total_charge=0 lumo_ev=1.008
C 1.174 -0.089 -0.475
C 0.135 0.941 0.172
C 0.207 -1.006 0.273
C -1.177 -0.757 -0.460
C -1.216 0.629 -0.614
H 2.373 0.065 0.855
H 3.165 0.655 -0.398
H 1.169 -0.088 -1.554
H -0.020 2.021 0.504
H -0.575 -0.032 2.038
H 0.415 -2.153 0.431
H -1.504 -1.158 -1.347
H -3.106 -0.179 0.092
H -1.791 1.341 -1.147
N 2.563 -0.152 -0.122
N 0.245 0.087 1.294
N -2.057 -0.127 0.460

17
Properties=species:S:1:pos:R:3 method="wB97M-V/def2-TZVPD" fmax_ha_per_bohr=0.107 e_tot_ev=-9793.49934 smiles="[H]/N=N/C=C.C=CN=C" gap_ev="7.4 / 7.3" total_charge=0 lumo_ev="-0.127 / -0.133"
H -2.124 -0.760 -1.937
N -1.750 -1.456 -1.284
N -0.752 -0.989 -0.682
C 0.567 -1.824 -0.727
C 1.486 -1.882 0.232
H 0.405 -2.682 -1.377
H 1.655 -1.031 0.885
H 2.153 -2.731 0.338
C 1.186 1.768 -0.037
C 0.076 1.136 -0.460
N -0.863 0.611 0.730
C -1.539 1.298 1.569
H 1.474 1.776 1.007
H 1.869 2.213 -0.750
H -0.225 1.341 -1.487
H -1.649 2.392 1.524
H -1.967 0.820 2.456